Formula: C70H183N9O26
Source: OMol25
Level of theory: ωB97M-V with the def2-TZVPD basis set

Output
Net charge: 0
Gap between HOMO and LUMO (hartree): 0.326
E_LUMO (eV): 0.5
2S+1: 1
Relative energy (zero: lowest compared OMol25 entry of this formula, charge and spin) (eV): 1.1222

Geometry as XYZ:
```
288
C70H183N9O26 ωB97M-V with the def2-TZVPD basis set
C -5.26 0.48 2.63
C -6.21 0.75 1.50
O -5.66 0.12 0.36
H -5.08 -0.57 2.76
H -5.56 1.03 3.53
H -4.29 0.96 2.44
H -6.31 1.85 1.35
H -7.16 0.26 1.67
H -6.01 0.55 -0.43
C -6.10 -4.09 -3.71
C -5.88 -2.82 -2.83
O -4.61 -2.25 -3.13
H -5.86 -3.73 -4.75
H -7.07 -4.50 -3.70
H -5.33 -4.78 -3.43
H -5.92 -3.16 -1.83
H -6.67 -2.05 -3.01
H -3.98 -2.62 -2.47
C 0.33 -6.71 3.74
C -0.08 -6.82 2.26
O -0.49 -5.58 1.73
H 0.48 -7.65 4.29
H -0.39 -6.15 4.31
H 1.32 -6.23 3.72
H -0.85 -7.53 2.06
H 0.78 -7.09 1.71
H 0.31 -5.06 1.54
C -3.72 -7.00 0.06
C -5.13 -7.10 0.53
O -5.89 -5.88 0.51
H -3.62 -6.61 -0.95
H -3.31 -7.96 0.17
H -3.23 -6.31 0.74
H -5.12 -7.51 1.53
H -5.72 -7.80 -0.17
H -5.57 -5.38 1.26
C -4.04 4.42 2.53
C -5.27 4.72 3.41
O -5.07 4.49 4.79
H -4.15 4.64 1.45
H -3.82 3.34 2.63
H -3.23 5.06 2.97
H -6.10 4.15 3.08
H -5.75 5.75 3.34
H -4.14 4.56 5.02
C 5.34 0.97 -1.72
C 5.88 -0.20 -2.54
O 5.98 -1.45 -1.85
H 5.07 1.88 -2.28
H 5.99 1.21 -0.88
H 4.45 0.59 -1.21
H 6.78 0.03 -3.07
H 5.16 -0.34 -3.38
H 5.56 -2.05 -2.50
C -3.72 2.20 6.43
C -2.39 2.61 5.72
O -2.22 3.97 5.51
H -3.53 1.99 7.46
H -4.15 1.27 5.98
H -4.45 2.92 6.21
H -2.37 2.18 4.72
H -1.58 2.17 6.29
H -2.20 4.49 6.33
C 1.52 -3.65 -0.83
C 1.80 -2.77 0.35
O 1.73 -3.72 1.48
H 1.38 -3.10 -1.81
H 0.56 -4.22 -0.61
H 2.36 -4.29 -0.91
H 1.06 -2.02 0.50
H 2.78 -2.25 0.32
H 1.57 -3.36 2.38
C -6.66 -2.82 1.90
O -5.54 -3.39 2.47
C -5.66 -3.69 3.85
C -4.57 -4.73 4.31
N -3.19 -4.40 3.98
C -2.71 -2.98 4.21
C -1.11 -2.97 4.06
O -0.76 -1.73 4.47
C 0.64 -1.66 4.65
H -7.43 -3.55 1.85
H -6.41 -2.60 0.81
H -7.06 -1.98 2.44
H -6.73 -4.06 4.15
H -5.54 -2.79 4.53
H -4.67 -5.66 3.74
H -4.65 -4.82 5.38
H -3.08 -4.61 3.00
H -2.90 -2.64 5.24
H -3.12 -2.24 3.48
H -0.71 -3.23 3.11
H -0.72 -3.70 4.79
H 0.88 -2.30 5.46
H 0.89 -0.62 4.85
H 1.17 -2.00 3.73
C -1.11 -2.05 7.80
O -0.06 -1.09 7.77
C -0.55 0.19 8.22
C 0.68 1.11 8.15
N 1.20 1.08 6.78
C 2.32 2.00 6.56
C 1.87 3.41 6.52
O 1.37 3.87 7.81
C 1.61 5.23 8.10
H -1.37 -2.24 8.85
H -0.69 -2.91 7.32
H -2.02 -1.79 7.21
H -0.97 0.08 9.21
H -1.25 0.58 7.50
H 1.45 0.80 8.87
H 0.47 2.19 8.38
H 1.42 0.13 6.50
H 2.75 1.71 5.56
H 3.07 1.94 7.36
H 1.18 3.58 5.70
H 2.75 4.07 6.27
H 0.91 5.89 7.67
H 2.65 5.55 7.75
H 1.62 5.39 9.20
C 1.16 0.08 -1.06
O 1.75 -0.52 -2.26
C 0.94 -0.21 -3.44
C 1.53 -0.78 -4.68
N 2.06 -2.13 -4.46
C 3.19 -2.52 -5.26
C 3.74 -3.81 -4.66
O 4.34 -3.50 -3.44
C 4.82 -4.65 -2.75
H 1.98 0.00 -0.37
H 0.25 -0.36 -0.76
H 1.05 1.14 -1.26
H 0.81 0.86 -3.55
H -0.05 -0.59 -3.27
H 2.34 -0.11 -5.06
H 0.79 -0.76 -5.48
H 2.43 -2.16 -3.52
H 4.03 -1.80 -5.24
H 2.89 -2.73 -6.32
H 4.50 -4.10 -5.43
H 3.07 -4.67 -4.54
H 5.71 -5.07 -3.12
H 4.05 -5.44 -2.82
H 4.90 -4.46 -1.69
C 9.37 -4.20 -3.71
O 8.82 -3.14 -2.95
C 9.76 -2.47 -2.14
C 9.03 -1.57 -1.11
N 8.30 -2.26 -0.06
C 7.67 -1.33 0.86
C 8.52 -0.84 2.01
O 7.91 0.37 2.41
C 8.67 0.95 3.47
H 10.21 -3.77 -4.29
H 8.55 -4.65 -4.34
H 9.70 -5.01 -3.04
H 10.48 -1.91 -2.76
H 10.39 -3.22 -1.65
H 8.35 -1.02 -1.77
H 9.72 -0.81 -0.66
H 7.60 -2.86 -0.48
H 6.83 -1.81 1.33
H 7.20 -0.44 0.37
H 9.58 -0.66 1.75
H 8.49 -1.58 2.83
H 8.28 1.95 3.72
H 9.74 0.93 3.24
H 8.54 0.40 4.38
C 2.47 3.05 -5.71
O 1.63 3.75 -4.78
C 1.99 3.42 -3.44
C 2.89 4.46 -2.79
N 3.18 4.15 -1.40
C 3.79 5.33 -0.75
C 4.48 4.81 0.55
O 5.38 3.80 0.19
C 6.19 3.32 1.29
H 2.51 2.03 -5.36
H 3.44 3.50 -5.73
H 1.93 2.93 -6.64
H 2.51 2.45 -3.46
H 1.05 3.41 -2.90
H 2.35 5.38 -2.68
H 3.81 4.58 -3.36
H 3.80 3.40 -1.32
H 2.98 6.08 -0.62
H 4.61 5.77 -1.39
H 3.69 4.44 1.27
H 4.98 5.62 1.07
H 5.53 3.06 2.12
H 6.85 4.10 1.72
H 6.80 2.54 0.87
C 0.71 5.17 2.01
O -0.51 4.82 1.35
C -0.30 4.17 0.10
C -1.53 3.83 -0.65
N -2.29 5.06 -0.93
C -3.42 4.76 -1.86
C -4.16 6.02 -2.27
O -5.07 6.43 -1.27
C -6.11 7.34 -1.73
H 1.07 6.16 1.63
H 1.44 4.35 1.82
H 0.54 5.34 3.09
H 0.27 3.22 0.35
H 0.26 4.83 -0.54
H -2.09 3.11 -0.06
H -1.26 3.36 -1.60
H -2.61 5.38 -0.03
H -4.16 4.02 -1.50
H -3.03 4.38 -2.77
H -4.79 5.73 -3.12
H -3.47 6.81 -2.57
H -6.24 7.09 -2.79
H -5.73 8.36 -1.70
H -7.02 7.27 -1.09
C -3.00 -0.97 -8.64
O -1.65 -0.92 -8.29
C -1.26 -1.99 -7.51
C -1.77 -2.05 -6.03
N -1.06 -3.08 -5.29
C -1.69 -3.60 -4.09
C -1.04 -4.94 -3.78
O -1.77 -5.66 -2.77
C -1.05 -6.80 -2.51
H -3.61 -0.69 -7.76
H -3.20 -1.99 -9.05
H -3.20 -0.16 -9.36
H -0.20 -1.85 -7.48
H -1.34 -3.04 -7.95
H -2.86 -2.23 -5.98
H -1.69 -1.07 -5.49
H -0.07 -2.94 -5.16
H -2.73 -3.76 -4.28
H -1.73 -2.90 -3.24
H -0.01 -4.75 -3.43
H -1.09 -5.54 -4.71
H -1.54 -7.40 -1.68
H -0.02 -6.60 -2.15
H -0.91 -7.38 -3.44
C 3.59 0.50 2.57
O 2.16 0.47 2.79
C 1.64 1.76 2.71
C 0.16 1.61 2.77
N -0.35 0.72 1.72
C -1.82 0.66 1.67
C -2.27 -0.36 0.62
O -1.50 -1.56 0.70
C -2.20 -2.70 0.22
H 4.05 1.22 3.20
H 3.83 0.65 1.57
H 4.08 -0.42 2.89
H 2.09 2.25 1.76
H 1.93 2.30 3.62
H -0.36 2.60 2.75
H 0.02 1.18 3.79
H -0.08 -0.21 2.03
H -2.30 1.64 1.44
H -2.11 0.36 2.68
H -2.10 0.15 -0.34
H -3.36 -0.61 0.60
H -1.51 -3.53 0.28
H -2.43 -2.45 -0.84
H -3.13 -3.01 0.73
C -2.95 1.05 -2.97
O -2.77 2.14 -3.87
C -3.20 1.76 -5.20
C -2.79 2.76 -6.22
N -3.54 3.98 -6.02
C -2.89 5.17 -6.50
C -1.56 5.58 -5.80
O -1.84 5.45 -4.41
C -0.77 5.96 -3.69
H -2.45 0.15 -3.35
H -3.98 0.72 -2.74
H -2.55 1.34 -1.93
H -4.26 1.76 -5.30
H -2.83 0.80 -5.46
H -3.09 2.37 -7.18
H -1.69 2.94 -6.21
H -3.57 4.11 -5.04
H -3.54 6.03 -6.23
H -2.77 5.16 -7.54
H -1.24 6.61 -6.11
H -0.73 4.88 -5.98
H -0.60 7.03 -3.97
H 0.12 5.37 -3.95
H -0.96 5.93 -2.59
```